[1]
Entry from the Open Molecules 2025 dataset: C34H50BeGe2N2Sb2 as an isolated structure at a distorted geometry (ωB97M-V/def2-TZVPD).

```
! RIJCOSX wB97M-V def2-TZVPD def2/J DEFGRID3
* xyz 2 1
Be -1.002 0.037 0.407
C -2.160 -3.799 -1.760
C -2.144 -2.329 -1.373
Ge -0.289 -1.542 -1.251
C 0.071 -0.876 -3.123
C -0.063 -1.968 -4.177
C 0.927 -3.098 -1.126
C 2.012 -3.050 -0.356
Ge 2.258 -1.295 0.612
C 2.009 -1.094 2.633
C 2.774 -2.149 3.417
C 3.429 0.192 -0.127
C 4.855 0.043 0.392
C 3.047 -4.049 -0.149
C 2.970 -5.335 -0.693
C 3.971 -6.253 -0.434
C 5.056 -5.915 0.359
C 5.155 -4.636 0.889
C 4.155 -3.724 0.631
H -3.178 -4.161 -1.879
H -1.683 -4.406 -0.995
H -1.637 -3.952 -2.700
H -2.666 -2.211 -0.419
H -2.705 -1.747 -2.105
H 1.073 -0.448 -3.173
H -0.632 -0.079 -3.362
H 0.582 -2.814 -3.950
H 0.221 -1.590 -5.156
H -1.092 -2.313 -4.238
H 0.752 -3.983 -1.724
H 0.943 -1.174 2.856
H 2.344 -0.091 2.905
H 2.522 -3.153 3.080
H 2.532 -2.072 4.475
H 3.849 -2.013 3.319
H 3.013 1.148 0.192
H 3.416 0.155 -1.215
H 4.881 0.005 1.480
H 5.449 0.895 0.073
H 5.327 -0.855 0.000
H 2.131 -5.614 -1.309
H 3.898 -7.242 -0.860
H 5.825 -6.642 0.569
H 6.002 -4.354 1.496
H 4.217 -2.708 1.036
C 1.608 3.281 1.615
Sb -0.034 1.890 1.774
C -1.547 3.362 1.509
C -0.184 1.799 3.953
C -1.599 1.851 4.404
C -2.139 3.088 4.750
C -3.452 3.214 5.163
C -4.259 2.091 5.228
C -3.725 0.852 4.923
C -2.401 0.706 4.513
C -1.887 -0.667 4.261
Sb -2.063 -1.283 2.185
C -4.171 -1.648 2.159
C -1.308 -3.281 2.419
H 2.548 2.819 1.898
H 1.406 4.116 2.280
H 1.675 3.655 0.598
H -1.283 4.237 2.094
H -2.503 2.988 1.860
H -1.619 3.653 0.466
H 0.362 2.673 4.303
H 0.329 0.912 4.320
H -1.502 3.962 4.733
H -3.842 4.181 5.439
H -5.289 2.174 5.537
H -4.337 -0.030 5.034
H -2.471 -1.399 4.819
H -0.845 -0.773 4.557
H -4.399 -2.450 2.856
H -4.499 -1.945 1.168
H -4.708 -0.754 2.470
H -2.110 -3.941 2.737
H -0.524 -3.299 3.172
H -0.903 -3.643 1.478
N -6.707 2.189 -0.239
C -5.637 2.073 -0.621
C -4.283 1.931 -1.034
C -3.782 2.561 -2.176
C -2.434 2.401 -2.460
C -1.651 1.643 -1.610
N -2.134 0.997 -0.540
C -3.428 1.145 -0.263
H -4.429 3.155 -2.803
H -1.986 2.846 -3.334
H -0.592 1.542 -1.780
H -3.814 0.632 0.609
*
```

## Properties
- Gap between HOMO and LUMO: 7.00 eV

Mulliken atomic charge list, values in e, 6 entries:
1. Be -0.79
2. C -1.57
3. C 0.28
4. Ge 0.31
5. C -0.67
6. C -1.27

[2]
Entry from the Open Molecules 2025 dataset: C2H5NO as an isolated structure at a distorted geometry (ωB97M-V/def2-TZVPD).

```
! RIJCOSX wB97M-V def2-TZVPD def2/J DEFGRID3
* xyz 0 1
C -1.938 0.286 0.178
C 1.278 -0.300 0.220
N -1.755 -0.671 -0.362
O 0.436 0.646 -0.435
H -2.003 1.234 0.643
H -0.370 0.682 0.542
H 0.710 -1.169 0.803
H 1.918 0.076 1.022
H 1.778 -0.606 -0.663
*
```

## Properties
- Gap between HOMO and LUMO: 10.51 eV
- Energy relative to the best compared isomer or geometry (same formula, charge and spin): 108.6 kcal per mole

Mulliken atomic charge list, values in e, 6 entries:
1. C 0.07
2. C -0.55
3. N -0.25
4. O -0.49
5. H 0.28
6. H 0.25

[3]
Entry from the Open Molecules 2025 dataset: a 4-piece molecular cluster, C5H15NO2 overall at a distorted geometry (ωB97M-V/def2-TZVPD).

```
! RIJCOSX wB97M-V def2-TZVPD def2/J DEFGRID3
* xyz 0 1
C -0.927 -1.469 0.737
C -1.190 -2.820 1.340
O 0.227 -1.013 0.631
O -1.588 -1.738 -1.195
H 0.291 0.909 0.509
H -1.014 -2.459 -1.475
H -1.751 -0.757 0.931
H -2.096 -3.237 0.901
H -1.346 -2.702 2.413
H -0.352 -3.492 1.169
C 0.606 0.688 -1.873
C 0.484 2.011 0.760
C 1.977 2.252 0.931
N -0.528 0.353 -2.346
H -0.972 1.010 -2.986
H -1.185 -0.836 -1.774
H 1.118 -0.050 -1.263
H 1.157 1.569 -2.190
H -0.019 2.077 1.729
H 0.028 2.776 0.131
H 2.176 3.189 1.449
H 2.423 1.443 1.507
H 2.480 2.295 -0.034
*
```

## Properties
- Gap between HOMO and LUMO: 9.55 eV
- Energy relative to the best compared isomer or geometry (same formula, charge and spin): 59.8 kcal per mole

Mulliken atomic charge list, values in e, 6 entries:
1. C 0.50
2. C -1.18
3. O -0.70
4. O -0.74
5. H -0.08
6. H 0.32

[4]
Entry from the Open Molecules 2025 dataset: one molecule with the formula C20H20N4O2S (ωB97M-V/def2-TZVPD).

```
! RIJCOSX wB97M-V def2-TZVPD def2/J DEFGRID3
* xyz 0 1
C -0.188 -0.120 -5.915
C 0.436 -0.265 -4.763
C 0.005 -1.233 -3.700
N -0.340 -0.534 -2.477
C 0.512 -0.324 -1.445
O 1.648 -0.739 -1.366
C -0.254 0.480 -0.400
N -1.541 0.644 -1.040
C -1.575 0.055 -2.249
S -2.832 0.010 -3.294
C -2.614 1.435 -0.494
C -3.468 0.671 0.492
N -3.553 1.194 1.707
C -4.281 0.571 2.616
C -4.957 -0.613 2.364
C -4.870 -1.159 1.093
C -4.113 -0.507 0.134
H -4.030 -0.891 -0.871
H -5.385 -2.077 0.850
H -5.536 -1.092 3.138
H -4.314 1.044 3.588
H -2.197 2.308 0.014
H -3.236 1.759 -1.336
C -0.336 -0.250 0.953
H -1.253 0.051 1.461
C 0.815 0.083 1.917
O 0.581 0.474 3.038
N 2.040 -0.119 1.385
C 3.293 0.075 1.981
C 4.414 -0.193 1.197
C 5.682 -0.026 1.718
C 5.848 0.409 3.023
C 4.735 0.676 3.800
C 3.459 0.513 3.291
H 2.595 0.721 3.899
H 4.857 1.015 4.818
H 6.840 0.538 3.429
H 6.545 -0.237 1.102
H 4.280 -0.532 0.180
H 2.093 -0.449 0.422
H -0.367 -1.331 0.796
H 0.218 1.462 -0.250
H -0.872 -1.796 -4.027
H 0.824 -1.915 -3.451
H 1.304 0.330 -4.512
H 0.146 0.586 -6.656
H -1.060 -0.701 -6.162
*
```

## Properties
- Gap between HOMO and LUMO: 8.72 eV
- Energy relative to the best compared isomer or geometry (same formula, charge and spin): 11.8 kcal per mole

Mulliken atomic charge list, values in e, 6 entries:
1. C -0.76
2. C 0.07
3. C -1.14
4. N 0.12
5. C 0.67
6. O -0.77

| no. | molar mass (g/mol) |
| --- | --- |
| 1 | 884.540 |
| 2 | 59.068 |
| 3 | 121.180 |
| 4 | 380.473 |